ORCA calculation (the ωB97M-V functional and the def2-TZVPD basis) on the molecule C4H4F3NO2.

**Relative energy (zero: lowest compared OMol25 entry of this formula, charge and spin)**: 1.539 eV
**LUMO**: 0.79 eV
**Highest occupied orbital energy**: -9.26 eV
**Frontier orbital gap**: 10.049 eV
**Total charge**: 0
**Maximum force**: 0.0920 Eh/bohr
**Structure (SMILES)**: O[C@@]1(C(F)(F)F)C=CNO1

The geometry in XYZ format:
```
14
C4H4F3NO2 | OMol25 | the ωB97M-V functional and the def2-TZVPD basis
O -1.432 -0.713 1.256
C -0.489 -0.220 0.487
C 1.058 -1.114 0.604
F 2.096 -0.398 0.152
F 1.382 -1.545 1.821
F 1.058 -2.169 -0.246
C -0.750 -0.197 -0.989
C -0.318 0.984 -1.405
N 0.196 1.808 -0.396
O -0.315 1.090 0.793
H -1.226 -0.409 2.132
H -0.818 -1.131 -1.566
H -0.242 1.327 -2.322
H -0.201 2.685 -0.322
```

***

ORCA calculation (the ωB97M-V functional and the def2-TZVPD basis) on the molecule C4H4F4.

**Relative energy (zero: lowest compared OMol25 entry of this formula, charge and spin)**: 1.266 eV
**LUMO**: 0.83 eV
**Highest occupied orbital energy**: -10.62 eV
**Frontier orbital gap**: 11.450 eV
**Total charge**: 0
**Maximum force**: 0.1092 Eh/bohr
**Structure (SMILES)**: FC[C@@]1(F)CC1(F)F

The geometry in XYZ format:
```
12
C4H4F4 | OMol25 | the ωB97M-V functional and the def2-TZVPD basis
F -2.320 -0.055 -0.129
C -1.166 -0.146 -0.790
C -0.112 0.624 -0.087
F -0.107 1.997 -0.191
C 0.324 -0.072 1.198
C 1.312 -0.149 0.030
F 2.534 0.426 -0.006
F 1.437 -1.416 -0.504
H -0.878 -1.254 -1.115
H -1.304 0.334 -1.877
H 0.497 0.744 1.896
H -0.216 -1.032 1.576
```

***

ORCA calculation (the ωB97M-V functional and the def2-TZVPD basis) on a structure of composition C4H4GdO.

**Multiplicity**: 8
**LUMO (spin up / spin down)**: -5.33 / -6.17 eV
**Highest occupied orbital energy (spin up / spin down)**: -10.28 / -10.66 eV
**Frontier orbital gap (spin up / spin down)**: 4.946 / 4.489 eV
**Total charge**: +1
**Maximum force**: 0.0816 Eh/bohr

The geometry in XYZ format:
```
10
C4H4GdO | OMol25 | the ωB97M-V functional and the def2-TZVPD basis
O -0.547 -0.013 -0.301
C 0.630 0.471 0.097
C 1.084 0.460 1.367
C 2.507 0.489 1.739
C 2.987 0.503 3.009
H 1.310 0.789 -0.710
H 0.363 0.246 2.167
H 4.058 0.808 2.980
Gd -2.034 -0.842 -1.979
H 3.166 0.324 0.847
```

***

ORCA calculation (the ωB97M-V functional and the def2-TZVPD basis) on a structure of composition C4H4InLiO5.

**Multiplicity**: 2
**Relative energy (zero: lowest compared OMol25 entry of this formula, charge and spin)**: 2.485 eV
**LUMO (spin up / spin down)**: -14.47 / -15.31 eV
**Highest occupied orbital energy (spin up / spin down)**: -22.12 / -21.80 eV
**Frontier orbital gap (spin up / spin down)**: 7.646 / 6.489 eV
**Total charge**: +3
**Maximum force**: 0.0965 Eh/bohr

The geometry in XYZ format:
```
15
C4H4InLiO5 | OMol25 | the ωB97M-V functional and the def2-TZVPD basis
O 3.393 1.586 -1.630
C 3.772 1.156 -0.542
O 3.066 0.461 0.230
Li 2.946 0.017 2.039
In 1.479 0.960 -1.116
C -0.248 -0.187 -1.403
C -1.327 0.486 -1.027
H -0.011 -1.243 -1.575
H -1.651 1.405 -1.521
O -2.688 -0.455 2.079
C -1.885 -0.451 1.085
O -1.171 -1.474 0.811
O -2.043 0.485 0.229
H -2.503 -1.172 2.707
H -1.132 -1.577 -0.366
```

***

ORCA calculation (the ωB97M-V functional and the def2-TZVPD basis) on a structure of composition C4H4KO2.

**Relative energy (zero: lowest compared OMol25 entry of this formula, charge and spin)**: 0.293 eV
**LUMO**: 1.96 eV
**Highest occupied orbital energy**: -1.34 eV
**Frontier orbital gap**: 3.302 eV
**Total charge**: -1
**Maximum force**: 0.0660 Eh/bohr

The geometry in XYZ format:
```
11
C4H4KO2 | OMol25 | the ωB97M-V functional and the def2-TZVPD basis
O 0.449 2.129 0.141
C 1.154 1.165 -0.370
H 2.244 1.169 -0.117
C 0.790 0.320 -1.464
C 1.286 -1.087 -1.247
C 0.590 -1.369 0.077
O 0.230 -2.549 0.316
K -1.655 0.088 0.384
H 0.137 0.571 -2.306
H 2.317 -0.970 -0.857
H 1.231 -1.872 -2.021
```

***

ORCA calculation (the ωB97M-V functional and the def2-TZVPD basis) on a structure of composition C4H4LaLi2O2.

**Relative energy (zero: lowest compared OMol25 entry of this formula, charge and spin)**: 2.605 eV
**LUMO (spin up / spin down)**: -12.46 / -12.58 eV
**Highest occupied orbital energy (spin up / spin down)**: -16.70 / -16.63 eV
**Frontier orbital gap (spin up / spin down)**: 4.240 / 4.054 eV
**Total charge**: +3
**Maximum force**: 0.0654 Eh/bohr

The geometry in XYZ format:
```
13
C4H4LaLi2O2 | OMol25 | the ωB97M-V functional and the def2-TZVPD basis
O 2.499 -1.496 -0.731
C 1.384 -0.945 -0.879
C 0.474 -0.087 -0.568
Li 2.735 -3.360 -0.870
Li 3.318 -0.346 0.572
H -0.008 -1.057 -1.409
C -2.072 1.341 0.562
C -1.429 0.121 0.836
O -1.490 2.348 0.013
H -3.042 1.546 1.043
H -2.080 -0.761 0.799
H -0.814 0.197 1.747
La 0.525 2.502 -1.115
```

***

ORCA calculation (the ωB97M-V functional and the def2-TZVPD basis) on a structure of composition C4H4LiO.

**Relative energy (zero: lowest compared OMol25 entry of this formula, charge and spin)**: 2.470 eV
**LUMO (spin up / spin down)**: -4.94 / -4.94 eV
**Highest occupied orbital energy (spin up / spin down)**: -12.32 / -12.32 eV
**Frontier orbital gap (spin up / spin down)**: 7.380 / 7.380 eV
**Total charge**: +1
**Maximum force**: 0.0639 Eh/bohr

The geometry in XYZ format:
```
10
C4H4LiO | OMol25 | the ωB97M-V functional and the def2-TZVPD basis
H -0.291 -1.822 0.369
C 2.042 0.957 -1.256
C 1.140 1.137 -0.455
H 2.754 1.062 -2.056
C 0.128 0.796 0.494
C -0.916 0.021 0.144
O -1.093 -1.251 0.584
Li -2.662 -1.991 1.381
H 0.396 0.873 1.553
H -1.498 0.217 -0.758
```

***

ORCA calculation (the ωB97M-V functional and the def2-TZVPD basis) on a structure of composition C4H4LiO5Sn.

**Multiplicity**: 2
**Relative energy (zero: lowest compared OMol25 entry of this formula, charge and spin)**: 0.000 eV
**LUMO (spin up / spin down)**: 0.06 / 0.05 eV
**Highest occupied orbital energy (spin up / spin down)**: -5.45 / -7.51 eV
**Frontier orbital gap (spin up / spin down)**: 5.511 / 7.551 eV
**Total charge**: 0
**Maximum force**: 0.1034 Eh/bohr

The geometry in XYZ format:
```
15
C4H4LiO5Sn | OMol25 | the ωB97M-V functional and the def2-TZVPD basis
O -1.002 -0.244 0.809
C -1.494 -0.096 -0.403
C -0.159 0.919 1.148
O -1.985 -1.001 -1.048
O -1.261 1.106 -0.895
C -0.579 1.925 0.071
H 0.922 0.743 1.163
H -0.437 1.185 2.172
H 0.270 2.403 -0.427
H -1.278 2.683 0.439
O 2.463 -0.921 -0.722
C 1.273 -1.326 -0.966
O 0.999 -2.495 -0.407
Li -0.541 -2.352 -1.361
Sn 2.809 -2.528 0.427
```

***

ORCA calculation (the ωB97M-V functional and the def2-TZVPD basis) on a structure of composition C4H4MgO3Tl.

**Multiplicity**: 2
**Relative energy (zero: lowest compared OMol25 entry of this formula, charge and spin)**: 0.000 eV
**LUMO (spin up / spin down)**: -9.52 / -9.52 eV
**Highest occupied orbital energy (spin up / spin down)**: -15.12 / -17.15 eV
**Frontier orbital gap (spin up / spin down)**: 5.597 / 7.631 eV
**Total charge**: +2
**Maximum force**: 0.0281 Eh/bohr

The geometry in XYZ format:
```
13
C4H4MgO3Tl | OMol25 | the ωB97M-V functional and the def2-TZVPD basis
O 2.759 -0.997 -0.517
C 1.737 -0.471 0.007
O 1.786 0.720 0.432
O 0.653 -1.212 0.121
C -0.509 -0.657 0.729
Mg 3.706 0.759 -0.213
H -0.230 0.038 1.530
H -1.064 -1.494 1.163
C -1.357 0.107 -0.271
C -2.719 0.103 -0.225
H -2.035 -0.573 -1.152
H -0.813 0.822 -0.914
Tl -5.474 0.881 -0.446
```

***

ORCA calculation (the ωB97M-V functional and the def2-TZVPD basis) on a structure of composition C4H4MnO2.

**Multiplicity**: 6
**Relative energy (zero: lowest compared OMol25 entry of this formula, charge and spin)**: 2.293 eV
**LUMO (spin up / spin down)**: -11.55 / -11.75 eV
**Highest occupied orbital energy (spin up / spin down)**: -16.31 / -16.21 eV
**Frontier orbital gap (spin up / spin down)**: 4.757 / 4.460 eV
**Total charge**: +2
**Maximum force**: 0.1667 Eh/bohr

The geometry in XYZ format:
```
11
C4H4MnO2 | OMol25 | the ωB97M-V functional and the def2-TZVPD basis
C 0.215 -0.911 0.093
O 0.387 0.220 -0.523
H 0.378 0.955 0.104
C -0.077 -2.972 -0.551
C 0.855 -2.011 -0.878
C 1.188 -1.811 -2.259
O 1.251 -2.687 -3.115
Mn 2.142 -3.275 -4.583
H -0.105 -3.340 0.477
H -0.581 -3.518 -1.352
H 2.080 -1.111 -1.910
```

***

ORCA calculation (the ωB97M-V functional and the def2-TZVPD basis) on the molecule C4H4N2.

**Relative energy (zero: lowest compared OMol25 entry of this formula, charge and spin)**: 3.059 eV
**LUMO**: 0.50 eV
**Highest occupied orbital energy**: -9.03 eV
**Frontier orbital gap**: 9.531 eV
**Total charge**: 0
**Maximum force**: 0.0776 Eh/bohr
**Structure (SMILES)**: CC#CNC#N

The geometry in XYZ format:
```
10
C4H4N2 | OMol25 | the ωB97M-V functional and the def2-TZVPD basis
C -0.402 0.949 1.796
C -0.019 0.679 0.448
C 0.468 0.126 -0.515
N 0.569 -0.372 -1.752
C 0.070 -1.613 -1.943
N -0.322 -2.655 -2.146
H -0.415 1.982 2.230
H -1.370 0.600 1.877
H 0.266 0.287 2.532
H 1.156 0.016 -2.526
```

***

ORCA calculation (the ωB97M-V functional and the def2-TZVPD basis) on a structure of composition C4H4N2.

**Relative energy (zero: lowest compared OMol25 entry of this formula, charge and spin)**: 3.061 eV
**LUMO**: 0.45 eV
**Highest occupied orbital energy**: -7.79 eV
**Frontier orbital gap**: 8.242 eV
**Total charge**: 0
**Maximum force**: 0.0427 Eh/bohr

The geometry in XYZ format:
```
10
C4H4N2 | OMol25 | the ωB97M-V functional and the def2-TZVPD basis
C -0.723 -0.921 1.190
C -0.390 -0.497 -0.277
N 0.544 0.326 -2.895
N 0.929 1.305 -2.562
C 0.375 0.487 0.191
C -0.025 0.114 1.647
H -1.226 -1.775 1.625
H -0.709 -0.830 -1.256
H 1.047 1.216 -0.239
H 0.166 0.568 2.610
```

***

Electronic energy across the listed records, respectively: -659.552806; -554.192843; -995.261643; -727.316555; -905.126004; -350.710882; -237.221607; -752.846199; -752.418043; -1455.324030; -264.213998; -264.213950 hartree.